1.
Density functional theory data (the ωB97M-V functional and the def2-TZVPD basis) for a molecular structure, C48H47BClFN5O3PPb.

Properties
E = -3476.10495 Eh
LUMO = 0.10 eV
Orbital gap = 8.06 eV
Energy above the lowest of the compared OMol25 structures with the same formula, charge and spin = 0.0 kcal per mole
HOMO level = -7.958 eV
Spin multiplicity = 1

Geometry as XYZ:
```
108
Properties=species:S:1:pos:R:3:mulliken_charge:R:1
Pb 0.24386 0.16698 -0.40157 2.35
C 2.49224 -0.76421 -4.01967 -1.89
C 1.07026 -1.12837 -4.43675 1.36
C 0.97614 -1.32294 -5.95210 -1.70
C 0.02388 -0.13774 -3.96456 0.49
C -1.28078 -0.57950 -3.74569 -0.12
C -2.26258 0.28521 -3.29176 -0.63
C -1.97682 1.62239 -3.02450 1.20
C -3.02256 2.52870 -2.43422 -1.72
C -0.68962 2.07232 -3.28553 -0.56
C 0.29677 1.20806 -3.74586 -0.30
H 3.17650 -1.57231 -4.28281 0.45
H 2.56328 -0.59669 -2.94452 0.46
H 2.84078 0.13666 -4.52865 0.38
H 0.82353 -2.08582 -3.96416 -0.61
H 1.20800 -0.38939 -6.47006 0.38
H -0.02727 -1.63146 -6.24856 0.38
H 1.68464 -2.08297 -6.28764 0.44
H -1.52580 -1.62262 -3.91969 0.49
H -3.27139 -0.08240 -3.14060 0.26
H -2.72665 3.57584 -2.50840 0.38
H -3.17497 2.29680 -1.37584 0.04
H -3.98178 2.40588 -2.93992 0.53
H -0.44308 3.10930 -3.09641 0.27
H 1.29426 1.59466 -3.91199 0.23
C -4.80353 5.26934 2.99292 -1.92
C -3.65586 6.00525 2.31996 0.55
C -4.17360 7.10559 1.40604 -0.98
C -3.01564 7.90836 0.84173 -1.03
C -2.00381 6.99768 0.20010 1.05
C -1.14286 7.47792 -0.76092 -0.72
C -0.21533 6.63091 -1.35551 -0.15
F 0.60947 7.14659 -2.28603 -0.37
C -0.13338 5.30838 -1.03037 -0.91
C -1.00971 4.79326 -0.06828 0.62
C -0.93162 3.35006 0.23853 1.33
O -0.08728 2.66583 -0.36311 -1.10
C -1.85789 2.89355 1.23018 -0.46
C -2.69393 3.79721 1.82046 -0.51
N -2.78219 5.10488 1.53082 0.29
C -1.93429 5.63632 0.55889 -0.69
C -2.01287 1.46870 1.73981 -0.50
O -2.68362 1.29891 2.75346 -0.82
O -1.44845 0.53405 1.06765 0.89
H -5.46044 6.00986 3.44842 0.45
H -4.47597 4.59651 3.78275 0.54
H -5.38275 4.69963 2.26436 0.37
H -3.02909 6.46629 3.09266 0.17
H -4.84458 7.74938 1.97501 0.36
H -4.75468 6.64951 0.59872 0.32
H -2.54013 8.47555 1.64813 0.33
H -3.36482 8.63643 0.10860 0.46
H -1.18174 8.51654 -1.06478 0.50
H 0.58899 4.64984 -1.49118 0.72
H -3.34275 3.41202 2.59169 0.77
B 3.49923 0.33384 0.00145 -0.17
N 3.34265 -1.20775 0.00135 -0.44
C 4.28426 -2.15720 0.09177 -0.31
C 3.66231 -3.38953 0.13933 -1.50
C 2.30037 -3.08215 0.07275 -0.47
N 2.11449 -1.76705 -0.01851 0.79
N 2.86996 0.89437 1.31111 -0.36
C 3.43977 1.37414 2.42046 -0.17
C 2.44593 1.66384 3.34059 -1.46
C 1.26146 1.32034 2.69045 -0.71
N 1.53505 0.86098 1.47149 0.73
H 2.84996 0.78956 -0.92646 -0.07
H 4.66358 0.62600 -0.04930 -0.15
H 5.32743 -1.88900 0.11965 0.44
H 4.12198 -4.35932 0.21635 0.46
H 1.45774 -3.75590 0.10011 0.50
H 4.51050 1.47715 2.48011 0.44
H 2.56257 2.06618 4.33147 0.44
H 0.24307 1.36520 3.04423 0.71
Cl -0.17303 -1.94442 2.93502 -0.16
C -0.36017 -3.60156 2.46723 0.85
C 0.10968 -4.59199 3.31362 -0.72
C -0.04474 -5.92280 2.95690 -0.55
C -0.67408 -6.25413 1.76645 -0.79
C -1.13947 -5.25313 0.92712 -0.44
C -0.98471 -3.90812 1.25659 -0.86
P -1.45588 -2.53865 0.13355 1.05
C -3.08789 -2.01729 0.74927 0.43
C -3.79498 -1.08402 -0.00431 -0.13
C -4.98992 -0.56326 0.45909 -0.55
C -5.48639 -0.95792 1.69516 -0.67
C -4.78492 -1.88042 2.45317 -0.70
C -3.59129 -2.41075 1.98255 -0.77
C -1.84107 -3.43436 -1.41320 0.55
C -3.11997 -3.82447 -1.80203 -0.64
C -3.31483 -4.47792 -3.01138 -0.76
C -2.23501 -4.75227 -3.83993 -0.65
C -0.95762 -4.36107 -3.46287 -0.31
C -0.76555 -3.69367 -2.26277 -0.18
H 0.59259 -4.31241 4.23979 0.50
H 0.32500 -6.69946 3.61349 0.38
H -0.80093 -7.29229 1.48880 0.40
H -1.62310 -5.51801 -0.00141 0.43
H -3.39703 -0.75524 -0.95668 0.22
H -5.52958 0.16119 -0.13925 0.47
H -6.41212 -0.53928 2.06862 0.37
H -5.15883 -2.18486 3.42219 0.40
H -3.05462 -3.13156 2.58688 0.34
H -3.96433 -3.61370 -1.15884 0.44
H -4.31320 -4.77535 -3.30664 0.42
H -2.39064 -5.26184 -4.78224 0.36
H -0.11336 -4.56218 -4.11077 0.40
H 0.22713 -3.35706 -1.98195 0.10
```



2.
Density functional theory data (the ωB97M-V functional and the def2-TZVPD basis) for a molecular structure, C25H27CoN4O4.

Properties
E = -2871.47049 Eh
Total charge = +1
LUMO (spin up / spin down) = -4.68 / -4.65 eV
Orbital gap (spin up / spin down) = 7.45 / 7.48 eV
Energy above the lowest of the compared OMol25 structures with the same formula, charge and spin = 17.6 kcal per mole
HOMO level (spin up / spin down) = -12.127 / -12.128 eV
Spin multiplicity = 2

Geometry as XYZ:
```
61
Properties=species:S:1:pos:R:3:mulliken_spin:R:1
Co -0.02802 0.00629 0.26734 0.97
O 4.12571 0.12886 4.13339 0.00
C 4.65909 0.10423 2.92777 0.00
O 5.83702 0.22280 2.72283 0.00
C 3.72805 -0.03769 1.76115 0.00
C 4.17003 -0.01615 0.45455 0.00
N 3.09506 -0.11514 -0.33799 0.00
N 1.96916 -0.21534 0.37383 -0.02
C 2.33634 -0.17210 1.65305 -0.01
C 1.22033 -0.28584 2.65744 0.00
O 1.45132 -0.26161 3.85073 0.01
O 0.05132 -0.40629 2.11186 0.03
H 3.14116 0.02761 4.12530 0.00
H 5.17637 0.05236 0.07256 0.00
H 3.07181 -0.12705 -1.34302 0.00
C -3.43999 -0.20874 2.10277 0.00
C -3.50864 -1.22142 0.98857 0.00
C -4.30766 -2.35357 1.07854 0.00
C -4.33307 -3.29509 0.06219 0.00
C -3.53829 -3.12964 -1.06136 0.00
C -2.72126 -2.01444 -1.19068 -0.01
C -1.83339 -1.82082 -2.39669 0.00
C -2.74542 -1.06737 -0.16741 0.01
N -1.88976 0.07908 -0.29889 -0.06
C -2.31843 1.22911 -0.63825 0.02
C -3.72573 1.54012 -1.00428 0.00
C -1.25652 2.29759 -0.68414 0.03
C -1.57647 3.67615 -1.14729 0.00
N -0.10883 1.91281 -0.29232 0.01
C 1.04355 2.76216 -0.24373 0.00
C 1.31819 3.44045 0.94355 0.00
C 0.38567 3.33466 2.12411 0.00
C 2.47279 4.21115 0.99344 0.00
C 3.32521 4.29015 -0.09690 0.00
C 3.03378 3.59331 -1.25892 0.00
C 1.88882 2.81143 -1.35120 -0.02
C 1.55289 2.06736 -2.62076 0.01
H -3.93391 -0.58939 2.99399 0.00
H -3.93518 0.72942 1.83021 0.00
H -2.40377 0.02044 2.36209 0.00
H -4.91160 -2.50156 1.96584 0.00
H -4.96213 -4.17073 0.15120 0.00
H -3.54333 -3.87459 -1.84825 0.00
H -1.82393 -2.71747 -3.01262 0.00
H -0.80185 -1.60977 -2.09730 0.01
H -2.17074 -0.98905 -3.02108 0.00
H -4.38925 0.71674 -0.75523 0.00
H -3.79148 1.72354 -2.08178 0.00
H -4.05925 2.45056 -0.50436 0.00
H -2.08982 3.64825 -2.11039 0.00
H -0.67303 4.27427 -1.23378 0.00
H -2.25102 4.16033 -0.43595 0.00
H 0.08766 2.30082 2.31368 0.00
H -0.52747 3.91498 1.95896 0.00
H 0.85961 3.72008 3.02427 0.00
H 2.70628 4.75074 1.90355 0.00
H 4.22578 4.88730 -0.03757 0.00
H 3.70408 3.65273 -2.10940 0.00
H 2.45000 1.89538 -3.21541 0.00
H 0.86459 2.64486 -3.24465 0.00
H 1.06975 1.10714 -2.41938 0.00
```



3.
Density functional theory data (the ωB97M-V functional and the def2-TZVPD basis) for a molecular structure, C40H51B2CoN9S.

Properties
E = -3878.16646 Eh
Total charge = +1
LUMO (spin up / spin down) = -5.06 / -4.77 eV
Orbital gap (spin up / spin down) = 5.83 / 6.13 eV
Energy above the lowest of the compared OMol25 structures with the same formula, charge and spin = 41.5 kcal per mole
HOMO level (spin up / spin down) = -10.886 / -10.891 eV
Spin multiplicity = 1

Geometry as XYZ:
```
104
Properties=species:S:1:pos:R:3:mulliken_charge:R:1
Co 1.79604 -0.19216 -0.21455 -0.33
C 3.34759 4.66587 1.25107 -1.42
C 2.61520 3.69962 0.38684 0.92
C 1.72041 3.97149 -0.63478 -1.65
C 1.29409 2.72960 -1.11470 -0.28
N 1.91117 1.77216 -0.40699 0.78
N 2.70685 2.36466 0.50287 0.42
B 3.56550 1.52237 1.47098 -1.27
N 2.63062 0.64424 2.31728 1.08
N 1.73679 -0.21483 1.77462 0.09
C 0.98853 -0.73260 2.76894 0.32
C 1.43851 -0.17189 3.97028 -1.44
C 2.47199 0.68356 3.64925 0.82
C 3.30662 1.50377 4.57013 -1.49
C -0.09935 -1.71695 2.65529 1.68
C -0.69792 -2.06935 1.44706 0.78
C -1.72081 -3.00088 1.39866 -1.04
C -2.17867 -3.60058 2.56058 -0.84
C -1.60036 -3.25495 3.77283 -0.90
C -0.57378 -2.32879 3.81874 -0.81
N 4.43775 0.62640 0.58990 0.70
N 3.84701 -0.16096 -0.33558 0.14
C 4.80757 -0.70179 -1.09999 0.12
C 6.04606 -0.26208 -0.62105 -1.48
C 5.77157 0.58811 0.43469 1.04
C 6.72363 1.35599 1.28372 -1.39
C 4.53187 -1.59781 -2.22485 0.55
C 3.41860 -1.39011 -3.03655 -0.35
C 3.09892 -2.28843 -4.03807 -0.58
C 3.90189 -3.39942 -4.25031 -0.50
C 5.05299 -3.57427 -3.49650 -0.73
C 5.37290 -2.67573 -2.49331 -0.77
C 0.30163 2.45393 -2.15486 1.13
C 0.19165 1.19957 -2.75496 0.32
C -0.75354 0.96059 -3.73663 -0.66
C -1.62644 1.97042 -4.11883 -0.58
C -1.54775 3.21351 -3.50789 -0.91
C -0.58728 3.45588 -2.54079 -1.11
H 3.08873 5.67960 0.95658 0.40
H 4.42591 4.53790 1.15834 0.25
H 3.08081 4.52778 2.29895 0.26
H 1.44378 4.94627 -0.99330 0.57
H 4.21995 2.21948 2.16788 0.05
H 1.05630 -0.34952 4.95853 0.48
H 3.04410 1.27796 5.60038 0.40
H 3.15264 2.56953 4.40033 0.25
H 4.36540 1.29054 4.42788 0.28
H -0.36098 -1.61150 0.53653 -0.49
H -2.15384 -3.26589 0.44303 0.66
H -2.96696 -4.34054 2.52308 0.48
H -1.94402 -3.71390 4.69003 0.42
H -0.12579 -2.09574 4.77479 0.36
H 7.01622 -0.49246 -1.02392 0.58
H 7.74365 1.09319 1.01588 0.40
H 6.57325 1.13336 2.33975 0.28
H 6.59384 2.42916 1.14048 0.26
H 2.82325 -0.49638 -2.89076 0.73
H 2.22414 -2.12697 -4.65426 0.45
H 3.63149 -4.12367 -5.00646 0.41
H 5.70126 -4.41864 -3.68645 0.42
H 6.26385 -2.82211 -1.89645 0.42
H 0.86587 0.40278 -2.45366 0.50
H -0.80966 -0.00766 -4.21871 0.51
H -2.36084 1.78640 -4.89144 0.45
H -2.23405 4.00094 -3.78910 0.45
H -0.53825 4.42347 -2.06084 0.37
C -4.75030 3.08265 -0.02897 -0.87
C -5.88302 2.33432 0.67664 -0.16
C -5.45567 1.50793 1.89446 -1.13
C -4.59538 0.28730 1.56562 0.33
N -3.22277 0.68075 1.26208 0.18
C -2.36084 0.40339 0.29187 0.45
S -0.78933 1.06746 0.47977 -0.48
N -2.62481 -0.29499 -0.81147 0.11
C -3.91204 -0.67232 -1.38448 -1.10
C -4.38392 -2.06698 -0.97010 -0.12
C -5.77730 -2.39284 -1.51228 -0.81
C -6.90242 -1.58614 -0.86740 -0.99
H -5.16308 3.77251 -0.76515 0.42
H -4.07179 2.41324 -0.55662 0.05
H -4.17061 3.66656 0.68819 0.29
H -6.39382 1.67961 -0.03600 0.05
H -6.61852 3.06557 1.01676 0.39
H -6.35161 1.14409 2.40069 0.44
H -4.91412 2.14701 2.59928 0.41
H -5.03559 -0.26429 0.74214 -0.47
H -4.56022 -0.37453 2.43578 0.26
H -2.81738 1.28236 1.96482 0.29
H -1.81485 -0.44035 -1.39266 0.03
H -3.80526 -0.64365 -2.46975 0.60
H -4.65104 0.08427 -1.11991 0.07
H -4.37819 -2.16007 0.11923 0.25
H -3.67455 -2.79760 -1.36629 0.49
H -5.96460 -3.45511 -1.34828 0.37
H -5.78754 -2.22826 -2.59324 0.35
H -6.90545 -1.72044 0.21603 0.27
H -7.86600 -1.92064 -1.24892 0.44
H -6.81685 -0.52033 -1.08630 0.17
B 1.90478 -4.43089 -0.30713 0.53
C 1.64549 -2.98599 -0.68656 0.04
N 1.42777 -1.85235 -0.89967 -0.79
H 2.98197 -4.76745 -0.72881 -0.11
H 1.05139 -5.12912 -0.78244 -0.13
H 1.93933 -4.41619 0.89946 -0.08
```